Entry 1:
Computed, not measured: C44H44ClF13GeN3PTi as an isolated structure in a non-equilibrium geometry, with ωB97M-V with the def2-TZVPD basis set.

Last column: Mulliken charge in e.
Atoms and positions in Å:
Ti 0.879 1.030 0.039  -1.3261
C 4.274 0.395 -0.585  -1.4463
N 3.205 0.441 0.430  1.1604
C 3.221 -0.897 1.043  -1.7159
C 2.011 -1.257 1.867  -1.2421
N 0.823 -1.141 1.034  1.6128
C -0.061 -2.165 1.172  -0.5163
C -0.151 -3.116 2.220  0.6000
F 0.592 -3.006 3.342  -0.4832
C -1.073 -4.145 2.230  0.2169
F -1.100 -4.976 3.274  -0.3917
C -1.980 -4.328 1.204  0.6635
F -2.847 -5.345 1.222  -0.3715
C -1.950 -3.427 0.157  -0.9603
F -2.775 -3.568 -0.881  -0.3918
C -1.037 -2.400 0.175  -0.7439
F -1.021 -1.553 -0.865  1.0683
C 3.580 1.493 1.392  -1.7279
C 2.501 1.890 2.382  -1.1508
N 1.244 2.196 1.698  1.0140
C 0.599 3.338 2.078  0.4872
C -0.403 3.873 1.254  -0.2004
F -0.742 3.143 0.162  0.2346
C -1.114 5.021 1.492  -0.2121
F -2.045 5.416 0.626  -0.2969
C -0.863 5.752 2.640  0.5619
F -1.513 6.886 2.886  -0.3217
C 0.066 5.247 3.529  0.0682
F 0.294 5.882 4.678  -0.3192
C 0.758 4.077 3.267  0.0029
F 1.549 3.640 4.267  -0.3520
H 5.196 0.011 -0.134  0.5224
H 4.474 1.379 -0.991  0.4384
H 3.986 -0.276 -1.390  0.1366
H 4.132 -1.020 1.645  0.4168
H 3.258 -1.621 0.226  0.3992
H 1.929 -0.672 2.784  -0.0901
H 2.190 -2.287 2.172  0.8470
H 3.831 2.382 0.812  0.6013
H 4.477 1.193 1.950  0.4691
H 2.901 2.772 2.875  0.8280
H 2.362 1.139 3.159  0.1486
Cl -1.130 1.276 -1.704  0.1108
C -1.256 0.104 -2.970  1.4256
C -2.481 -0.107 -3.576  -0.4642
C -2.559 -1.016 -4.618  -0.8706
C -1.427 -1.705 -5.030  -0.9553
C -0.214 -1.501 -4.394  -0.5999
C -0.113 -0.589 -3.348  -1.2491
P 1.484 -0.198 -2.518  1.7558
C 2.223 -1.883 -2.600  -0.1573
C 1.599 -2.839 -1.795  -0.0546
C 2.083 -4.133 -1.721  -0.3953
C 3.221 -4.490 -2.433  -0.9861
C 3.842 -3.553 -3.242  -0.6606
C 3.342 -2.260 -3.337  -0.5390
C 2.251 0.744 -3.911  0.6368
C 1.430 1.453 -4.788  -0.5466
C 1.970 2.235 -5.797  -0.8858
C 3.343 2.326 -5.954  -0.7104
C 4.171 1.652 -5.070  -1.0218
C 3.632 0.886 -4.050  -0.2587
H -3.355 0.435 -3.238  0.5300
H -3.508 -1.188 -5.108  0.4019
H -1.489 -2.404 -5.853  0.4240
H 0.664 -2.045 -4.717  0.5305
H 0.718 -2.565 -1.229  -0.2940
H 1.574 -4.864 -1.105  0.5408
H 3.615 -5.495 -2.361  0.3868
H 4.722 -3.824 -3.811  0.4598
H 3.818 -1.563 -4.009  0.4408
H 0.355 1.412 -4.684  0.3986
H 1.308 2.781 -6.457  0.4488
H 3.764 2.936 -6.742  0.4011
H 5.247 1.737 -5.162  0.4454
H 4.310 0.428 -3.345  0.3644
C -3.094 -2.021 5.458  -0.9547
C -2.405 -0.667 5.623  -0.6963
C -2.378 0.167 4.340  -0.3913
C -1.607 -0.518 3.216  -0.6842
Ge -1.358 0.741 1.657  3.0743
C -3.215 0.935 0.859  -1.4893
C -3.897 -0.283 0.254  1.0281
C -5.355 -0.017 -0.148  -0.8205
C -6.268 0.289 1.036  -1.3613
H -3.227 -2.501 6.428  0.4063
H -2.505 -2.694 4.832  0.1048
H -4.079 -1.900 5.001  0.2522
H -1.379 -0.822 5.969  0.3072
H -2.924 -0.093 6.396  0.4219
H -1.921 1.135 4.561  0.2959
H -3.407 0.364 4.019  0.3011
H -2.145 -1.403 2.871  -0.0305
H -0.634 -0.850 3.592  0.4985
H -1.463 2.059 2.511  -0.4554
H -3.217 1.769 0.154  0.5125
H -3.745 1.260 1.758  0.8204
H -3.883 -1.111 0.971  0.0479
H -3.359 -0.604 -0.640  -0.5260
H -5.733 -0.902 -0.669  0.4693
H -5.384 0.817 -0.857  0.3407
H -6.221 -0.516 1.773  0.2944
H -7.303 0.389 0.707  0.4173
H -5.984 1.220 1.528  0.2992
F 2.790 2.430 -1.747  -0.1931
C 1.634 2.697 -1.036  0.9171
F 2.024 3.782 -0.288  -0.2477
F 0.829 3.268 -1.991  -0.2494

Cartesian forces (eV/Å) of the 3 atoms listed first:
Ti -0.1722 -1.6860 2.1188
C 0.0607 0.1317 -0.1822
N -0.2344 0.0370 0.2338

Computed properties:
DFT total energy (eV): -187579.064
Frontier orbital gap (alpha / beta) (eV): 6.412 / 7.225
Maximum force (eV Å⁻¹): 2.7
HOMO level (alpha / beta) (eV): -7.413 / -7.290
Energy relative to the best compared isomer or geometry (same formula, charge and spin) (kcal/mol): 26.14

Entry 2:
Computed, not measured: C41H26F9N7O7PSSeW as an isolated structure in a non-equilibrium geometry, with ωB97M-V with the def2-TZVPD basis set.

Last column: Mulliken charge in e.
Atoms and positions in Å:
W -0.281 -1.284 -0.004  0.2621
Se 0.289 -8.113 3.672  0.4147
N -1.077 -7.025 3.300  -0.8154
C -0.577 -5.995 2.649  0.6059
C -1.389 -4.876 2.168  0.5334
C -2.780 -4.820 2.314  -0.4352
C -3.473 -3.727 1.834  -1.1923
C -2.770 -2.704 1.208  -0.2548
N -1.442 -2.759 1.044  0.3765
C -0.751 -3.827 1.520  -0.2320
C 0.686 -3.832 1.293  -0.1087
N 1.207 -2.760 0.632  0.2683
C 2.518 -2.754 0.380  -0.1538
C 3.366 -3.791 0.762  -1.2240
C 2.838 -4.872 1.434  -0.6688
C 1.467 -4.897 1.715  0.6717
C 0.822 -6.005 2.425  0.7466
N 1.485 -7.045 2.890  -0.8281
H -3.288 -5.636 2.811  0.6168
H -4.544 -3.647 1.938  0.5328
H -3.270 -1.813 0.846  0.7767
H 2.905 -1.880 -0.117  0.1716
H 4.418 -3.732 0.525  0.5763
H 3.457 -5.701 1.751  0.6213
F 7.191 2.796 -2.395  -0.2328
C 6.413 2.085 -3.211  0.6827
F 6.166 2.823 -4.292  -0.2336
F 7.083 1.000 -3.589  -0.2688
C 5.112 1.724 -2.514  0.1514
C 4.738 0.403 -2.337  -0.9486
C 3.544 0.111 -1.691  -0.3749
C 2.731 1.135 -1.226  1.1025
C 3.100 2.470 -1.439  -1.1712
C 4.293 2.756 -2.073  -1.1328
P 1.129 0.919 -0.415  2.2532
C 1.084 1.751 1.162  -1.0979
C 2.160 2.308 1.739  -0.2264
C 2.131 2.786 3.116  -1.1476
C 0.986 2.818 3.801  -0.2002
C -0.345 2.421 3.196  0.6108
C -0.176 1.545 1.943  1.1840
C 0.978 3.360 5.216  0.6387
F 2.116 3.947 5.538  -0.2679
F -0.009 4.252 5.358  -0.2519
F 0.766 2.361 6.089  -0.2558
C -0.027 1.771 -1.508  -1.1306
C -0.272 1.186 -2.746  0.8929
C -1.122 1.775 -3.659  -0.7971
C -1.742 2.975 -3.320  0.1037
C -1.498 3.592 -2.101  -1.1327
C -0.635 2.982 -1.196  0.1075
C -2.718 3.566 -4.319  0.5881
F -3.651 2.644 -4.629  -0.1643
F -2.102 3.906 -5.447  -0.2489
F -3.345 4.629 -3.839  -0.2777
H 5.364 -0.392 -2.715  0.5526
H 3.244 -0.919 -1.633  0.6527
H 2.461 3.286 -1.120  0.5467
H 4.583 3.786 -2.234  0.4648
H 3.092 2.390 1.189  0.6435
H 3.050 3.153 3.553  0.5671
H -0.790 3.350 2.815  0.4305
H -1.070 1.659 1.323  -0.7632
H 0.434 -0.219 -3.911  0.4093
H -1.303 1.314 -4.623  0.4800
H -1.970 4.533 -1.859  0.6005
H -0.434 3.468 -0.251  0.7056
O -4.583 -1.141 -5.452  -0.5923
N -4.980 -0.397 -4.600  1.0682
O -5.974 0.273 -4.623  -0.5632
C -4.160 -0.315 -3.373  -0.5019
C -3.146 -1.207 -3.209  -1.1788
C -2.401 -1.015 -2.018  1.0952
C -2.654 0.007 -1.060  0.8506
O -1.836 0.051 -0.058  -1.0105
C -3.752 0.866 -1.304  -0.7998
C -4.484 0.713 -2.440  0.1565
N -4.077 1.956 -0.368  1.1717
O -5.043 2.615 -0.611  -0.6233
O -3.323 2.090 0.573  -0.5915
N -1.337 -1.650 -1.525  0.9749
O -0.405 -2.544 -1.695  -0.6799
O 0.342 -0.022 -2.963  -0.4494
H -2.928 -1.968 -3.948  0.7273
H -5.315 1.377 -2.651  0.7086
C -1.372 1.831 4.166  -1.7888
S -0.284 -0.302 2.328  0.1196
C 1.301 -0.691 3.090  -0.9839
H -2.276 1.559 3.621  0.3488
H -1.652 2.562 4.919  0.5939
H -0.997 0.952 4.687  0.4494
H 2.136 -0.341 2.485  0.1933
H 1.349 -1.769 3.227  0.4949
H 1.302 -0.204 4.063  0.5050

Cartesian forces (eV/Å) of the 3 atoms listed first:
W -0.4679 -1.6454 -1.2788
Se -0.0729 0.6219 -0.3326
N 0.3712 0.0486 -0.1050

Computed properties:
Total charge: +3
DFT total energy (eV): -179425.381
Frontier orbital gap (alpha / beta) (eV): 5.493 / 5.873
Maximum force (eV Å⁻¹): 2.1
HOMO level (alpha / beta) (eV): -16.746 / -16.744
Energy relative to the best compared isomer or geometry (same formula, charge and spin) (kcal/mol): 0.00

Entry 3:
Computed, not measured: a 2-piece molecular cluster, C11H27BClIN4O3 overall in a non-equilibrium geometry, with ωB97M-V with the def2-TZVPD basis set.

Last column: Mulliken charge in e.
Atoms and positions in Å:
C 4.058 -0.129 -0.587  -1.1191
C 3.656 1.350 -0.482  -0.4372
C 2.524 1.774 -1.439  -0.8841
C 1.257 2.347 -0.790  -1.1417
N 0.142 1.375 -0.733  0.4298
C -0.959 1.548 -1.698  -0.7852
C -2.085 2.434 -1.154  -0.8551
N -1.758 3.804 -0.814  -0.5622
C 0.127 0.408 0.143  -0.8474
N 1.111 0.392 1.111  0.2439
O 1.108 1.502 1.985  -0.4460
N -0.820 -0.587 0.056  0.8118
C -0.527 -1.608 -0.991  -1.4399
B 0.501 -2.754 -0.573  0.6536
O 1.225 -2.663 0.605  -0.5966
O 0.718 -3.812 -1.384  -0.5593
C -1.309 -1.112 1.342  -0.0878
Cl -1.956 0.312 2.237  -0.0835
C -2.394 -2.145 1.183  -0.3442
C -2.840 -2.717 2.536  -0.5326
H 5.138 -0.257 -0.548  0.3459
H 3.623 -0.725 0.215  0.1870
H 3.725 -0.567 -1.531  0.2874
H 4.532 1.972 -0.660  0.5111
H 3.335 1.545 0.541  0.2893
H 2.906 2.555 -2.099  0.4191
H 2.246 0.953 -2.103  0.4350
H 1.450 2.747 0.202  0.5655
H 0.883 3.171 -1.389  0.6367
H -0.518 1.992 -2.591  0.5577
H -1.378 0.589 -1.981  0.4137
H -2.529 1.946 -0.286  0.3304
H -2.850 2.445 -1.934  0.4091
H -1.230 4.268 -1.543  0.2870
H -1.237 3.873 0.050  0.2883
H 1.127 -0.498 1.595  0.4243
H 0.554 1.245 2.738  0.3466
H -0.123 -1.089 -1.865  0.4963
H -1.469 -2.043 -1.329  0.5089
H 0.945 -3.287 1.283  0.3065
H 0.089 -3.907 -2.106  0.3207
H -0.521 -1.498 1.989  0.3055
H -2.008 -2.963 0.569  0.1991
H -3.249 -1.680 0.687  0.3101
H -2.737 -3.800 2.566  0.3616
H -3.899 -2.462 2.652  -0.4181
H -2.282 -2.299 3.376  0.3095
I -6.301 -1.947 2.949  -0.8516

Cartesian forces (eV/Å) of the 3 atoms listed first:
C -0.0278 -0.0211 -0.0934
C -0.1064 -0.2756 0.1484
C 0.1186 0.2312 -0.0943

Computed properties:
DFT total energy (eV): -45246.907
Frontier orbital gap (eV): 4.393
Maximum force (eV Å⁻¹): 1.0
HOMO level (eV): -5.636